Molecular formula: C63H54GeNO6PSSiTi
Method: DFT, ωB97M-V/def2-TZVPD

Last column: Löwdin charge in e.
CARTESIAN COORDINATES (ANGSTROEM)
Ge (-1.43, -2.22, 0.83)  1.049
Ti (-0.24, -0.07, -0.28)  0.944
S (-1.88, 0.34, -3.00)  0.953
P (2.90, -1.06, 0.96)  1.128
Si (-1.41, 3.18, -0.02)  0.500
O (-1.92, -0.11, -1.54)  -0.609
O (5.24, -4.02, -5.77)  -0.029
O (5.40, -2.05, -6.70)  -0.033
O (0.87, 0.47, -2.09)  -0.131
O (0.63, -1.52, -1.27)  -0.217
O (-0.67, 1.75, 0.04)  -0.369
N (4.94, -2.81, -5.82)  -0.400
C (-0.74, -2.70, 5.00)  -0.091
C (5.57, -3.08, 3.28)  -0.093
C (1.75, -0.34, 2.19)  -0.404
C (4.38, -1.42, 1.98)  -0.388
C (0.69, 4.78, 3.18)  -0.081
C (-2.94, -2.35, 3.35)  -0.101
C (4.18, 2.63, -1.53)  -0.085
C (-3.91, 2.48, 1.11)  -0.100
C (-0.87, 4.11, -1.56)  -0.212
C (3.46, -3.15, -3.92)  -0.006
C (-5.90, -2.41, -0.91)  -0.111
C (4.73, 1.37, -1.77)  -0.082
C (-0.44, 0.46, 2.72)  -0.153
C (0.11, -5.35, -1.60)  -0.096
C (6.45, -0.85, 3.10)  -0.089
C (-4.10, -1.20, 0.13)  -0.139
C (-0.96, 4.18, 1.50)  -0.204
C (0.55, -6.00, 0.66)  -0.097
C (-1.83, 5.12, 2.07)  -0.097
C (3.44, 0.44, 0.05)  -0.376
C (-0.58, -3.90, 0.23)  -0.290
C (-0.49, -4.19, -1.14)  -0.138
C (2.90, 1.71, 0.28)  -0.090
C (0.43, -0.08, 1.77)  -0.286
C (0.04, 5.49, -3.82)  -0.100
C (-1.45, 5.88, 3.17)  -0.096
C (1.25, 0.46, 4.42)  -0.090
C (-6.08, 2.68, 0.08)  -0.102
C (-3.28, -2.34, 0.11)  -0.306
C (4.01, -2.31, -4.91)  -0.181
C (-2.01, -2.61, 5.56)  -0.106
C (0.30, 4.03, 2.08)  -0.075
C (2.15, -0.06, 3.50)  -0.088
C (3.26, 2.79, -0.50)  -0.076
C (1.23, -0.76, -2.16)  -0.604
C (-5.29, 2.31, 1.16)  -0.090
C (4.50, -2.72, 2.48)  -0.106
C (-4.10, 3.38, -1.10)  -0.104
C (2.15, -1.29, -3.09)  -0.179
C (-1.30, 5.41, -1.83)  -0.104
C (2.73, -0.45, -4.08)  -0.029
C (-3.29, 3.02, -0.03)  -0.210
C (4.35, 0.29, -1.00)  -0.103
C (-0.19, 5.71, 3.73)  -0.100
C (-0.86, 6.09, -2.95)  -0.099
C (-5.48, 3.22, -1.05)  -0.096
C (2.55, -2.65, -3.03)  -0.012
C (0.04, 3.52, -2.44)  -0.082
C (-1.50, -1.15, -3.91)  -0.198
C (-3.63, 0.41, -3.38)  -0.210
C (-0.58, -2.60, 3.63)  -0.139
C (5.37, -0.49, 2.30)  -0.093
C (-3.82, -3.51, -0.42)  -0.100
C (6.55, -2.14, 3.60)  -0.101
C (3.63, -0.94, -4.98)  -0.012
C (-3.11, -2.44, 4.73)  -0.098
C (-5.11, -3.55, -0.94)  -0.099
C (0.49, 4.20, -3.56)  -0.078
C (0.64, -6.26, -0.69)  -0.103
C (-1.67, -2.43, 2.78)  -0.293
C (-0.06, -4.84, 1.12)  -0.099
C (-5.40, -1.24, -0.37)  -0.100
C (-0.05, 0.72, 4.03)  -0.087
H (0.39, 6.02, -4.70)  0.096
H (2.44, 0.59, -4.11)  0.112
H (-4.02, 1.33, -2.93)  0.036
H (-6.09, 3.52, -1.90)  0.099
H (3.77, -4.18, -3.89)  0.105
H (2.82, 3.76, -0.32)  0.103
H (4.08, -0.32, -5.74)  0.104
H (4.46, 3.47, -2.15)  0.099
H (-2.00, 5.90, -1.15)  0.102
H (-2.13, 6.60, 3.59)  0.096
H (-3.31, 2.19, 1.96)  0.104
H (-3.65, 3.80, -1.99)  0.098
H (-6.01, -0.34, -0.35)  0.089
H (0.17, -5.54, -2.66)  0.101
H (2.18, 1.84, 1.09)  0.075
H (-5.49, -4.47, -1.35)  0.094
H (7.21, -0.12, 3.34)  0.098
H (1.67, 4.63, 3.62)  0.102
H (0.43, -2.64, 3.22)  0.098
H (-7.15, 2.55, 0.12)  0.099
H (-0.45, -1.39, -3.74)  0.045
H (-4.10, -0.46, -2.92)  0.059
H (0.13, -2.83, 5.64)  0.100
H (1.57, 0.66, 5.43)  0.098
H (-5.74, 1.88, 2.05)  0.106
H (0.38, 2.50, -2.27)  0.066
H (0.98, 3.29, 1.67)  0.080
H (-4.10, -2.37, 5.15)  0.094
H (5.64, -4.09, 3.66)  0.098
H (5.30, 0.52, 1.92)  0.106
H (-2.15, -1.95, -3.54)  0.071
H (-3.72, -0.27, 0.51)  0.086
H (-1.67, -0.96, -4.97)  0.068
H (-0.77, 1.12, 4.74)  0.106
H (-1.47, 0.67, 2.44)  0.090
H (-1.21, 7.10, -3.15)  0.095
H (-0.88, -3.47, -1.86)  0.090
H (-6.91, -2.44, -1.31)  0.092
H (2.12, -3.28, -2.26)  0.105
H (3.17, -0.25, 3.80)  0.093
H (3.75, -3.45, 2.21)  0.097
H (-2.82, 5.26, 1.65)  0.099
H (5.43, 1.23, -2.58)  0.104
H (-3.76, 0.43, -4.46)  0.062
H (0.11, 6.29, 4.59)  0.096
H (-3.81, -2.22, 2.72)  0.087
H (4.75, -0.69, -1.22)  0.113
H (7.39, -2.43, 4.22)  0.095
H (1.19, 3.72, -4.24)  0.102
H (1.12, -7.16, -1.05)  0.095
H (-3.21, -4.41, -0.44)  0.094
H (-2.14, -2.68, 6.63)  0.092
H (-0.13, -4.67, 2.18)  0.080
H (0.96, -6.71, 1.38)  0.094

Values from the calculation:
LUMO level (spin up / spin down) ... 1.88 / 1.88 eV
Calculated total energy ... -6894.8954 Eh
Spin multiplicity ... 2
Highest occupied orbital energy (spin up / spin down) ... -3.10 / -5.40 eV
Charge ... -1
Energy relative to the best compared isomer or geometry (same formula, charge and spin) ... 0.5289 eV
F_max ... 0.8 eV/A